Record 1
Entry from OMol25: a molecular structure, C8H32N16O8 in a non-equilibrium geometry (wB97M-V/def2-TZVPD).

- Kohn-Sham gap (eV) = 8.6
- HOMO (Ha) = -0.3232

Each line ends with the Löwdin charge.
Atoms and positions in Å:
C  -17.949  7.132  -36.310  -0.608
O  -17.546  6.019  -36.027  0.018
N  -17.614  7.704  -37.408  0.231
N  -18.442  7.906  -35.331  0.180
H  -16.857  7.279  -37.924  0.151
H  -17.986  8.639  -37.493  0.140
H  -18.524  7.492  -34.414  0.142
H  -18.443  8.896  -35.535  0.083
C  -11.122  4.960  -39.187  -0.867
O  -10.105  5.197  -39.755  0.055
N  -11.569  3.843  -38.907  0.181
N  -11.921  5.839  -38.661  0.172
H  -12.480  3.787  -38.473  -0.085
H  -11.035  3.055  -39.244  0.135
H  -11.689  6.815  -38.777  0.119
H  -12.809  5.505  -38.315  0.048
C  -13.223  3.509  -36.774  -0.588
O  -13.438  4.105  -37.830  -0.007
N  -13.125  3.996  -35.563  0.211
N  -13.233  2.140  -36.669  0.201
H  -13.296  4.991  -35.574  0.061
H  -13.085  3.433  -34.726  0.135
H  -13.721  1.651  -37.405  0.126
H  -12.891  1.739  -35.807  0.113
C  -15.068  6.657  -36.121  -0.658
O  -15.557  7.612  -35.599  -0.075
N  -15.714  5.566  -36.325  0.213
N  -13.797  6.415  -36.461  0.179
H  -15.281  4.776  -36.781  0.119
H  -16.636  5.496  -35.920  -0.144
H  -13.492  5.654  -37.051  0.061
H  -13.185  7.187  -36.238  0.024
C  -14.943  7.910  -33.002  -0.823
O  -14.707  8.358  -31.928  0.069
N  -14.433  6.802  -33.452  0.161
N  -15.952  8.268  -33.710  0.170
H  -13.870  6.222  -32.847  0.131
H  -14.569  6.508  -34.409  0.073
H  -16.604  8.970  -33.391  0.134
H  -16.130  7.674  -34.507  -0.030
C  -11.824  7.850  -35.615  -0.748
O  -12.218  8.273  -36.711  0.037
N  -10.882  6.989  -35.416  0.189
N  -12.389  7.969  -34.460  0.182
H  -10.365  6.488  -36.124  0.135
H  -10.654  6.830  -34.445  0.116
H  -13.162  8.550  -34.169  0.127
H  -11.965  7.385  -33.753  0.117
C  -17.820  2.517  -36.477  -0.742
O  -16.809  1.903  -36.872  -0.004
N  -18.875  1.997  -35.988  0.169
N  -17.956  3.834  -36.500  0.157
H  -18.844  1.007  -35.789  0.130
H  -19.561  2.632  -35.606  0.118
H  -17.082  4.310  -36.673  0.076
H  -18.819  4.289  -36.238  0.119
C  -15.949  10.025  -36.848  -0.680
O  -15.835  11.115  -37.378  0.043
N  -16.993  9.682  -36.110  0.077
N  -15.319  8.893  -37.119  0.164
H  -16.914  8.809  -35.610  0.039
H  -17.675  10.339  -35.759  0.135
H  -15.581  7.978  -36.782  -0.039
H  -14.510  9.062  -37.700  0.131

=====

Record 2
Entry from OMol25: a molecular structure, C72H57BrCrF11O4 in a non-equilibrium geometry (wB97M-V/def2-TZVPD).

- spin multiplicity = 5
- Kohn-Sham gap (spin up / spin down) (eV) = 6.7 / 6.7
- HOMO (spin up / spin down) (Ha) = -0.1778 / -0.1784
- net charge = -1

Each line ends with the Mulliken spin population.
Atoms and positions in Å:
Cr  24.767  5.409  10.000  3.910
Br  24.199  5.510  7.400  0.091
C  25.884  5.662  14.097  0.000
C  26.179  6.712  15.003  -0.003
C  25.970  8.201  14.463  -0.001
O  25.922  9.079  15.311  0.002
C  25.747  8.387  12.982  0.012
C  25.549  7.280  12.204  0.038
C  25.607  5.889  12.826  -0.036
O  25.440  4.817  12.114  -0.031
O  25.254  7.404  10.935  0.074
O  26.450  6.564  16.213  0.003
H  25.913  4.735  14.651  0.000
H  25.623  9.368  12.549  0.001
F  25.710  2.888  8.992  0.031
C  25.699  1.750  8.331  0.014
C  26.522  0.620  8.680  0.002
C  26.594  -0.494  7.872  0.000
C  25.618  -0.650  6.850  0.000
C  24.794  0.400  6.533  0.000
C  24.810  1.593  7.286  0.010
H  27.246  0.713  9.476  0.000
H  27.155  -1.289  8.341  0.000
H  25.509  -1.617  6.381  0.000
H  24.041  0.280  5.769  0.000
H  24.160  2.387  6.950  -0.009
F  31.135  9.464  5.590  0.000
C  29.893  9.208  6.056  0.000
C  29.065  10.270  6.494  0.000
C  27.817  9.942  6.905  0.001
C  27.421  8.584  7.073  -0.003
C  28.165  7.524  6.693  -0.003
C  29.410  7.861  6.058  0.001
H  29.300  11.305  6.291  0.000
H  27.165  10.768  7.149  0.000
H  26.462  8.400  7.535  0.004
H  27.784  6.523  6.830  0.003
H  30.079  7.061  5.779  0.000
F  27.591  7.840  0.266  0.000
C  26.594  7.560  1.191  0.000
C  25.286  7.825  0.880  0.000
C  24.171  7.460  1.635  0.000
C  24.478  6.981  2.925  -0.002
C  25.765  6.808  3.354  -0.001
C  26.790  7.099  2.499  0.000
H  25.185  8.297  -0.086  0.000
H  23.146  7.721  1.417  0.000
H  23.683  6.652  3.578  0.000
H  25.895  6.366  4.330  0.001
H  27.826  6.910  2.739  0.000
F  27.402  12.625  2.244  0.000
C  26.387  12.079  3.047  0.000
C  26.724  10.905  3.696  0.001
C  25.731  10.147  4.296  -0.002
C  24.422  10.600  4.130  0.000
C  24.051  11.826  3.565  0.000
C  25.058  12.503  2.903  0.000
H  27.733  10.520  3.724  0.000
H  25.852  9.169  4.739  -0.001
H  23.550  10.040  4.432  0.001
H  23.034  12.185  3.500  0.000
H  24.848  13.429  2.388  0.000
F  25.367  13.901  9.338  0.000
C  25.004  12.632  9.144  0.000
C  24.719  11.820  10.230  0.000
C  24.373  10.489  10.007  -0.003
C  24.346  10.057  8.734  -0.016
C  24.533  10.903  7.602  -0.003
C  24.917  12.194  7.858  0.000
H  24.608  12.185  11.241  0.000
H  24.073  9.761  10.746  0.005
H  24.189  9.000  8.580  0.025
H  24.445  10.610  6.566  0.000
H  25.080  12.942  7.096  0.000
F  26.022  0.805  3.596  0.000
C  27.049  1.738  3.584  0.000
C  28.208  1.497  2.803  0.000
C  29.229  2.418  2.713  0.000
C  29.074  3.634  3.468  0.000
C  27.999  3.847  4.316  -0.002
C  26.917  2.901  4.333  0.000
H  28.298  0.592  2.221  0.000
H  30.179  2.255  2.225  0.000
H  29.909  4.318  3.428  0.000
H  27.865  4.524  5.146  0.002
H  26.057  3.095  4.957  0.001
F  26.840  4.943  9.446  -0.097
C  28.197  5.018  9.189  0.019
C  29.010  5.761  9.983  0.001
C  30.409  5.555  9.849  0.000
C  30.970  4.766  8.826  0.000
C  30.081  4.098  7.985  0.001
C  28.683  4.223  8.237  0.002
H  28.628  6.330  10.818  0.002
H  31.094  6.143  10.442  0.000
H  32.042  4.666  8.737  0.000
H  30.525  3.453  7.241  0.000
H  28.033  3.704  7.548  -0.001
F  23.218  3.947  10.302  -0.041
C  22.582  2.790  10.317  0.019
C  23.196  1.744  10.990  0.006
C  22.546  0.490  11.003  0.002
C  21.426  0.242  10.241  0.000
C  20.814  1.325  9.579  0.000
C  21.382  2.581  9.567  0.003
H  24.141  1.982  11.454  0.002
H  22.986  -0.320  11.565  0.000
H  20.990  -0.740  10.126  0.000
H  19.883  1.085  9.086  0.000
H  20.828  3.359  9.063  -0.002
F  20.981  11.378  7.611  0.000
C  21.180  10.213  6.912  0.000
C  21.014  10.278  5.492  0.000
C  20.938  9.111  4.739  -0.001
C  21.009  7.900  5.304  0.001
C  20.999  7.760  6.676  0.002
C  21.105  8.924  7.530  -0.001
H  21.045  11.244  5.009  0.000
H  20.830  9.168  3.666  0.000
H  21.287  7.081  4.658  -0.001
H  21.017  6.735  7.016  0.002
H  21.115  8.833  8.606  0.001
F  22.609  6.789  9.896  -0.042
C  21.580  7.360  10.535  0.010
C  20.244  6.989  10.237  -0.001
C  19.133  7.555  10.787  0.000
C  19.333  8.512  11.766  0.000
C  20.636  8.912  12.171  -0.002
C  21.681  8.314  11.490  -0.005
H  20.172  6.095  9.636  0.000
H  18.186  7.087  10.564  0.000
H  18.457  8.945  12.226  0.000
H  20.718  9.608  12.993  0.000
H  22.653  8.717  11.732  0.001
F  20.175  4.566  5.271  0.000
C  20.775  3.447  4.682  -0.001
C  22.187  3.340  4.611  0.003
C  22.772  2.468  3.738  -0.001
C  22.001  1.427  3.293  0.000
C  20.535  1.397  3.359  0.000
C  19.997  2.440  4.103  0.000
H  22.730  4.122  5.121  0.000
H  23.834  2.421  3.546  0.000
H  22.544  0.693  2.717  0.000
H  19.837  0.633  3.050  0.000
H  18.931  2.598  4.172  0.000

=====

Record 3
Entry from OMol25: C25H30N2O5 in the gas phase (wB97M-V/def2-TZVPD).

- Kohn-Sham gap (eV) = 8.2
- HOMO (Ha) = -0.3179
- structure (SMILES) = CCCCOc1ccc(/C(O)=C2/C(=O)C(=O)N(CCCOC)[C@H]2c2ccncc2)cc1C

Each line ends with the Löwdin charge.
Atoms and positions in Å:
C  6.677  3.875  -1.509  -0.113
C  6.176  3.147  -0.268  -0.269
C  5.656  1.753  -0.608  -0.190
C  5.167  1.016  0.641  -0.192
H  4.402  1.601  1.166  0.124
O  4.696  -0.285  0.355  -0.033
C  3.460  -0.467  -0.165  -0.214
C  2.537  0.542  -0.423  -0.003
C  1.279  0.236  -0.903  -0.026
C  0.923  -1.082  -1.160  -0.148
C  1.870  -2.087  -0.951  0.042
C  3.119  -1.805  -0.446  -0.179
C  4.122  -2.880  -0.175  -0.025
H  4.350  -2.912  0.889  0.090
H  5.051  -2.667  -0.700  0.087
H  3.745  -3.849  -0.489  0.080
H  1.600  -3.109  -1.169  0.129
C  -0.420  -1.457  -1.607  -0.193
C  -1.568  -0.970  -1.036  -0.047
C  -2.850  -1.531  -1.362  -0.235
O  -3.080  -2.346  -2.252  0.093
C  -3.840  -0.971  -0.357  -0.371
O  -5.029  -1.181  -0.275  0.105
N  -3.119  -0.180  0.477  -0.006
C  -3.716  0.560  1.560  -0.124
H  -4.701  0.116  1.725  0.132
C  -3.867  2.051  1.250  -0.132
C  -4.750  2.292  0.030  -0.239
O  -4.832  3.682  -0.191  -0.190
C  -5.664  4.015  -1.272  -0.118
H  -5.652  5.100  -1.350  0.087
H  -6.691  3.669  -1.104  0.089
H  -5.296  3.575  -2.208  0.089
H  -5.751  1.869  0.199  0.134
H  -4.327  1.796  -0.859  0.127
H  -4.315  2.548  2.110  0.123
H  -2.892  2.508  1.075  0.109
H  -3.105  0.428  2.459  0.129
C  -1.714  -0.043  0.142  -0.187
C  -0.817  -0.445  1.290  -0.182
C  -0.792  -1.761  1.737  0.005
C  0.082  -2.098  2.757  -0.133
N  0.895  -1.231  3.335  0.064
C  0.853  0.024  2.927  -0.141
C  0.017  0.471  1.917  -0.025
H  0.022  1.509  1.620  0.116
H  1.526  0.703  3.434  0.105
H  0.139  -3.112  3.130  0.106
H  -1.436  -2.504  1.291  0.126
H  -1.508  1.002  -0.128  0.149
O  -0.481  -2.381  -2.552  0.132
H  -1.438  -2.611  -2.715  0.106
H  0.586  1.034  -1.118  0.123
H  2.784  1.577  -0.246  0.110
H  6.005  0.858  1.327  0.135
H  6.451  1.164  -1.069  0.124
H  4.842  1.830  -1.332  0.111
H  5.377  3.729  0.197  0.110
H  6.988  3.062  0.457  0.110
H  5.876  3.987  -2.237  0.072
H  7.487  3.320  -1.976  0.073
H  7.044  4.865  -1.249  0.069

=====

Record 4
Entry from OMol25: a molecular structure, C15H18N2O2S in a non-equilibrium geometry (wB97M-V/def2-TZVPD).

- Kohn-Sham gap (eV) = 8.2
- HOMO (Ha) = -0.3116

Each line ends with the Löwdin charge.
Atoms and positions in Å:
C  -1.372  -2.373  -1.606  -0.022
C  -2.152  -1.617  -0.758  -0.399
C  -3.177  -2.132  -0.090  -0.060
C  -4.086  -1.517  0.764  -0.128
C  -3.895  -0.313  0.813  -0.163
C  -2.937  0.409  0.332  -0.241
C  -2.173  -0.372  -0.412  -0.036
H  -1.299  0.230  -1.255  0.175
O  -2.815  1.866  0.423  -0.066
C  -1.631  2.503  -0.022  -0.274
C  -0.431  2.467  0.772  -0.346
O  0.540  3.192  0.123  -0.157
C  1.980  2.418  0.217  -0.260
C  2.475  2.045  -0.929  -0.358
H  3.494  1.673  -1.002  0.097
H  2.232  2.609  -1.675  0.028
S  1.581  0.284  -1.384  1.007
C  2.139  -0.757  -0.212  -0.894
N  1.764  -1.818  -0.430  0.050
C  2.095  -2.772  0.601  -0.049
C  3.064  -2.518  1.324  -0.061
C  3.457  -1.111  1.556  0.014
N  3.108  -0.186  0.613  0.083
H  4.277  -0.808  2.257  0.130
H  3.488  -3.075  1.865  0.002
H  1.771  -3.784  0.400  0.130
H  2.066  1.705  1.156  0.137
H  2.638  3.625  0.504  0.217
H  -0.605  2.457  1.932  0.157
H  -0.081  1.168  0.735  0.154
H  -1.914  3.716  0.048  0.183
H  -1.555  2.312  -1.204  0.161
H  -4.506  0.496  1.644  0.210
H  -4.969  -2.095  1.302  0.167
H  -3.548  -3.347  -0.188  0.175
H  -1.645  -3.226  -1.661  -0.046
H  -1.492  -1.977  -2.875  0.205
H  -0.381  -2.250  -1.129  0.078

=====

Record 5
Entry from OMol25: a molecular structure, C3H6O2S in a non-equilibrium geometry (wB97M-V/def2-TZVPD).

- Kohn-Sham gap (eV) = 7.9
- HOMO (Ha) = -0.3471

Each line ends with the Löwdin charge.
Atoms and positions in Å:
O  -0.881  1.146  -1.489  0.028
C  -0.748  -0.283  -1.300  -0.506
O  -1.112  -1.263  -2.061  0.052
C  -0.367  -0.695  0.217  -0.155
C  0.131  0.618  0.749  -0.571
S  1.385  0.538  2.146  0.668
H  0.178  0.440  -1.513  0.210
H  -1.316  -1.021  0.737  0.142
H  0.407  -1.529  -0.008  0.151
H  -0.718  1.328  0.953  0.113
H  0.768  1.009  -0.016  0.029
H  2.273  -0.288  1.586  -0.162

=====

Record 6
Entry from OMol25: a molecular structure, C6H13BiO3 in a non-equilibrium geometry (wB97M-V/def2-TZVPD).

- spin multiplicity = 2
- Kohn-Sham gap (spin up / spin down) (eV) = 5.8 / 5.7
- HOMO (spin up / spin down) (Ha) = -0.7724 / -0.7731
- net charge = +3

Each line ends with the Mulliken spin population.
Atoms and positions in Å:
C  3.665  0.247  -0.279  0.023
O  3.065  -0.945  -0.360  0.027
C  1.984  -1.229  0.535  -0.001
C  0.662  -1.068  -0.179  0.006
O  0.512  0.252  -0.724  0.029
Bi  2.006  1.351  -1.487  -0.032
H  3.627  0.770  0.686  -0.003
H  4.559  0.317  -0.907  0.005
H  2.043  -0.588  1.424  -0.001
H  2.094  -2.275  0.843  0.001
H  -0.118  -1.266  0.565  0.001
H  0.602  -1.747  -1.039  -0.002
C  -0.696  0.974  -0.499  0.514
C  -1.892  1.434  0.224  -0.025
O  -2.063  -0.202  -0.055  0.311
C  -3.395  -0.599  0.136  0.033
H  -0.832  1.629  -1.383  0.002
H  -0.470  1.159  0.816  0.045
H  -1.926  2.487  -0.119  -0.006
H  -3.484  -1.632  -0.219  0.028
H  -3.666  -0.556  1.203  0.005
H  -4.082  0.025  -0.459  0.016
H  -2.197  1.461  1.278  0.023